{"formula": "C27H45ClN3PRu", "method": "the ωB97M-V functional and the def2-TZVPD basis", "species": ["Ru", "Cl", "P", "C", "H", "H", "C", "C", "C", "H", "C", "H", "H", "C", "H", "H", "C", "H", "H", "C", "H", "H", "H", "H", "C", "C", "H", "C", "H", "H", "C", "H", "H", "C", "H", "H", "C", "H", "H", "H", "H", "C", "H", "C", "H", "H", "C", "H", "H", "C", "H", "H", "C", "H", "H", "H", "H", "C", "C", "H", "C", "H", "C", "H", "H", "C", "H", "H", "C", "H", "H", "H", "H", "N", "C", "N", "C", "N"], "coordinates": [[1.138041, -0.059461, 0.046912], [2.220374, -0.701235, 1.998116], [0.333813, 0.583652, -2.040749], [-3.412847, -1.394322, -0.662457], [-3.727168, -0.989478, -1.639486], [-3.101148, -0.621843, 0.084475], [2.143536, 0.783215, -2.484897], [-0.572166, 2.248994, -2.186745], [2.581331, 1.001751, -3.941875], [2.389312, 1.702780, -1.929195], [4.073991, 1.354506, -3.958623], [2.417248, 0.087253, -4.523558], [2.003539, 1.797480, -4.427146], [4.957204, 0.371592, -3.180798], [4.427536, 1.429834, -4.991934], [4.192374, 2.350916, -3.518672], [4.395156, 0.052664, -1.791296], [5.059210, -0.563209, -3.746202], [5.965295, 0.785247, -3.076595], [2.940056, -0.375033, -1.907821], [4.985143, -0.724480, -1.287164], [4.443274, 0.944207, -1.152801], [2.851732, -1.234952, -2.590281], [2.568159, -0.726280, -0.895025], [-0.398406, -0.428284, -3.501221], [-2.092510, 2.116581, -2.394711], [-0.412948, 2.654904, -1.172115], [-2.807616, 3.475749, -2.434458], [-2.305688, 1.596393, -3.335988], [-2.527584, 1.490102, -1.605568], [-2.159975, 4.485250, -3.386947], [-3.858378, 3.331439, -2.711720], [-2.814873, 3.900680, -1.423633], [-0.647253, 4.582963, -3.198203], [-2.376497, 4.202479, -4.424376], [-2.611201, 5.473352, -3.240650], [0.047193, 3.216768, -3.204112], [-0.207605, 5.222142, -3.971854], [-0.437289, 5.072188, -2.240633], [-0.027959, 2.796837, -4.217080], [1.118566, 3.354720, -3.010332], [0.370878, -1.713318, -3.818466], [-1.387033, -0.703372, -3.085162], [-0.418738, -2.625090, -4.775444], [1.325683, -1.460951, -4.298429], [0.627196, -2.260965, -2.903674], [-0.841461, -1.925925, -6.071830], [0.183096, -3.508899, -5.020188], [-1.315032, -2.988679, -4.257965], [-1.423398, -0.525998, -5.849252], [0.026056, -1.842939, -6.737690], [-1.578047, -2.540691, -6.602139], [-0.640179, 0.317589, -4.830849], [-1.471033, 0.016195, -6.803929], [-2.462799, -0.620085, -5.506664], [0.324870, 0.598315, -5.277766], [-1.183978, 1.256201, -4.685989], [0.630956, -1.799739, -0.107551], [-3.092402, -2.676948, -0.495190], [-0.068362, -1.651874, -1.002573], [-2.959027, -3.323755, 0.843248], [-3.061476, -3.403243, -1.348407], [-1.932893, -2.773062, 1.839372], [-3.927935, -3.172756, 1.338703], [-2.866533, -4.397580, 0.709970], [-0.481994, -3.239744, 1.728985], [-2.010246, -1.678903, 1.895328], [-2.247713, -3.150552, 2.833104], [0.381148, -3.124314, 0.445846], [0.054074, -2.754431, 2.551845], [-0.483159, -4.319346, 1.956741], [1.367782, -3.549127, 0.686592], [-0.021543, -3.736937, -0.367328], [0.059658, 1.517723, 0.740530], [-0.001362, 2.146590, 1.758592], [-0.397731, 3.039867, 2.551930], [-0.080802, 3.207593, 3.815624], [0.114309, 3.473588, 4.937087]], "forces_ev_per_a": [[-1.0, 0.7, 1.3], [0.5, 0.2, 0.7], [0.0, 0.4, -2.2], [-1.8, 8.9, -0.8], [-0.2, -0.3, 0.8], [0.1, -0.6, -0.9], [-0.8, 0.9, -1.0], [0.6, -0.1, 0.1], [0.2, 0.1, 0.1], [0.2, -0.2, 0.0], [0.1, 0.1, -0.1], [0.0, 0.1, 0.1], [0.2, -0.1, 0.1], [0.1, -0.1, 0.1], [0.0, 0.0, 0.0], [0.0, 0.0, 0.0], [0.2, -0.1, -0.1], [-0.1, 0.0, 0.0], [0.0, 0.0, -0.1], [0.4, 0.0, 0.3], [-0.1, 0.1, -0.2], [0.0, -0.1, 0.0], [0.0, 0.0, 0.3], [0.9, -0.3, -1.0], [-0.2, 0.3, 0.4], [-0.1, -0.2, -0.1], [-0.1, 0.0, -0.3], [0.1, 0.1, 0.3], [0.0, 0.1, 0.2], [0.1, 0.1, 0.0], [0.0, -0.1, -0.1], [0.1, 0.0, 0.0], [0.1, 0.0, 0.0], [0.1, 0.0, 0.3], [0.0, -0.1, 0.0], [0.0, -0.1, 0.0], [-0.1, 0.1, -0.3], [-0.1, 0.0, 0.0], [0.0, 0.0, 0.0], [0.0, 0.1, 0.2], [-0.2, 0.0, 0.1], [0.1, -0.3, 0.0], [0.2, -0.1, -0.2], [-0.1, 0.1, 0.2], [-0.2, 0.0, 0.1], [-0.1, 0.1, -0.1], [0.2, 0.1, -0.1], [-0.1, 0.1, 0.1], [0.1, 0.0, 0.0], [-0.2, -0.1, 0.2], [0.0, 0.0, 0.1], [0.1, 0.0, 0.0], [0.2, 0.2, -0.2], [0.0, -0.1, 0.2], [0.1, 0.0, 0.1], [-0.1, -0.1, 0.1], [0.2, -0.3, -0.1], [-2.3, -1.8, -2.5], [2.5, -9.3, 0.5], [0.3, -0.2, 1.0], [-0.8, 0.3, -0.6], [0.4, 1.0, 0.6], [0.1, 0.1, 0.4], [-0.4, 0.0, 0.3], [0.2, -0.2, 0.1], [0.4, -0.6, 0.0], [0.1, -0.2, -0.1], [0.0, 0.3, -0.3], [0.6, -0.4, 0.7], [0.1, 0.0, -0.2], [0.0, 0.1, 0.1], [-0.2, -0.3, 0.3], [-0.2, -0.2, 0.2], [0.3, 1.8, 2.8], [-0.8, -0.8, -2.7], [0.0, 0.7, 1.1], [0.2, 0.3, 1.2], [-0.2, -0.3, -1.1]], "total_charge": -1, "e_homo_ev": [-2.280, -4.380], "max_force_ev_per_a": 9.7, "e_tot_ha": -2116.26230, "multiplicity": 6, "s2": 8.772}

{"formula": "C20H21ClN4O4", "method": "the ωB97M-V functional and the def2-TZVPD basis", "species": ["C", "C", "C", "N", "C", "O", "N", "C", "C", "C", "C", "O", "C", "N", "C", "N", "C", "C", "C", "O", "C", "C", "O", "C", "C", "C", "C", "C", "Cl", "H", "H", "H", "H", "H", "H", "H", "H", "H", "H", "H", "H", "H", "H", "H", "H", "H", "H", "H", "H", "H"], "coordinates": [[-1.993024, 1.160543, 6.296101], [-3.363875, 0.857081, 6.889003], [-4.495962, 1.041595, 5.873025], [-4.367864, 0.161260, 4.732692], [-3.803973, 0.602349, 3.571021], [-3.629153, 1.773361, 3.320801], [-3.504521, -0.434803, 2.704243], [-2.714877, -0.378039, 1.566542], [-2.283811, 0.813888, 0.984931], [-1.419001, 0.803491, -0.086867], [-0.954991, -0.397440, -0.613622], [-0.061764, -0.286437, -1.656957], [0.974523, -1.126921, -1.798280], [1.094119, -2.200999, -1.054212], [2.182914, -2.955430, -1.241683], [3.157250, -2.745072, -2.074670], [3.073924, -1.632928, -2.839939], [4.121730, -1.309519, -3.723832], [4.055420, -0.178969, -4.499845], [5.014556, 0.233198, -5.357742], [6.193716, -0.530726, -5.457304], [2.903593, 0.674512, -4.440805], [2.939410, 1.734519, -5.285528], [1.849670, 2.627392, -5.282521], [1.883598, 0.375456, -3.576420], [1.955634, -0.769418, -2.762831], [-1.422442, -1.598679, -0.097154], [-2.289103, -1.572314, 0.977767], [-2.841319, -3.089696, 1.621118], [-1.967298, 2.168072, 5.886790], [-1.221850, 1.069966, 7.056509], [-1.757450, 0.465443, 5.493068], [-3.559843, 1.518951, 7.732215], [-3.381195, -0.171123, 7.259902], [-4.490811, 2.057694, 5.477374], [-5.465130, 0.858678, 6.348023], [-4.364973, -0.826781, 4.932322], [-3.733669, -1.379740, 2.987295], [-2.628280, 1.744830, 1.402248], [-1.072415, 1.730443, -0.515185], [2.244808, -3.834404, -0.613937], [4.964756, -1.977923, -3.760510], [6.826891, -0.015552, -6.177323], [5.978354, -1.541136, -5.821899], [6.709948, -0.588986, -4.494687], [2.094258, 3.381854, -6.029568], [0.916613, 2.122133, -5.556591], [1.736363, 3.107928, -4.302929], [1.008803, 0.997749, -3.489936], [-1.092254, -2.539354, -0.500211]], "forces_ev_per_a": [[-0.2, 0.0, 0.1], [-0.1, 0.1, -0.3], [-0.1, 0.1, 0.3], [-0.1, -0.2, 0.2], [-0.2, -0.5, -0.1], [0.2, 0.4, -0.1], [-0.2, -0.4, 0.1], [0.3, 0.1, -0.2], [-0.2, 0.1, 0.1], [0.3, -0.4, -0.2], [-0.5, 0.1, 0.7], [0.0, 0.0, -0.4], [0.7, -0.6, 0.1], [-0.5, 0.8, -0.2], [0.3, -0.2, -0.1], [0.4, -0.3, 0.1], [-0.7, 0.5, 0.0], [0.1, 0.3, -0.3], [0.1, -0.1, 0.0], [-0.4, 0.2, 0.1], [0.2, -0.2, 0.0], [-0.2, 0.1, 0.0], [0.3, -0.3, 0.1], [-0.1, 0.1, 0.1], [0.1, 0.3, -0.3], [0.2, -0.4, 0.2], [0.0, 0.1, -0.2], [0.0, 0.3, -0.1], [0.0, -0.2, 0.1], [0.1, 0.1, 0.0], [0.1, 0.0, 0.0], [0.1, 0.0, -0.1], [0.0, 0.0, 0.1], [0.0, 0.0, 0.1], [0.0, 0.0, 0.1], [0.1, 0.1, 0.0], [0.1, 0.1, -0.1], [0.0, 0.3, 0.1], [0.0, 0.0, 0.0], [0.0, 0.1, 0.0], [0.0, -0.1, 0.0], [0.1, -0.1, 0.0], [-0.1, 0.0, 0.1], [0.0, 0.1, 0.1], [0.0, 0.0, 0.0], [-0.1, -0.1, 0.1], [0.1, 0.0, 0.0], [0.0, -0.1, -0.1], [0.0, 0.1, -0.1], [-0.1, 0.0, 0.0]], "e_above_lowest_kj_mol": 0.0, "smiles": "CCCNC(=O)Nc1ccc(Oc2ncnc3cc(OC)c(OC)cc23)cc1Cl", "total_charge": 0, "e_homo_ev": -8.053, "max_force_ev_per_a": 0.9, "e_tot_ha": -1754.94028}